Record 1
Computed, not measured: a single C4H11N3O molecule, with ωB97M-V/def2-TZVPD.

Each line ends with the natural charge from an NBO analysis.
Geometry (Å):
1 H 1.83756 -1.51897 -0.59749  0.38
2 N 1.44065 -1.47333 0.33789  -0.71
3 C 0.44352 -0.74110 0.46281  0.61
4 N -0.01936 0.51093 -0.71554  -0.50
5 C 0.06331 -0.06920 -2.03889  -0.42
6 C 0.81295 1.68708 -0.54972  -0.42
7 N -0.34654 -0.23778 1.37598  -0.15
8 C -1.80765 -0.19106 1.32071  -0.41
9 O -0.09369 -1.44980 2.55025  -0.64
10 H -0.59368 -0.94018 -2.11791  0.20
11 H 1.08746 -0.36928 -2.31259  0.15
12 H -0.28669 0.65768 -2.78414  0.20
13 H 1.87570 1.46558 -0.73105  0.16
14 H 0.70212 2.10076 0.45490  0.21
15 H 0.50418 2.46493 -1.26064  0.20
16 H -2.10891 0.61479 0.65089  0.24
17 H -2.21228 -1.14517 0.97929  0.20
18 H -2.17416 0.01676 2.32498  0.23
19 H 0.87552 -1.38266 2.65029  0.47

As for the SMILES: [H]/N=C(\N(C)C)N(C)O. Its total charge is 0. The calculation puts the molecular weight at 117.152 g/mol. As for the relative energy (zero: lowest compared OMol25 entry of this formula, charge and spin): 527.9 kJ/mol.


Record 2
Computed, not measured: 4 unconnected molecules or ions with the total composition C44H65F4IN3O, with ωB97M-V/def2-TZVPD.

Each line ends with the Mulliken charge.
Geometry (Å):
1 C 3.12567 1.30574 3.73281  -1.75
2 C 3.78195 1.97712 2.52262  0.11
3 C 3.32230 3.42761 2.19297  -1.27
4 I 2.09691 4.36813 3.72105  0.09
5 C 2.70976 3.53269 0.81244  -1.23
6 C 1.37883 2.81411 0.52643  0.46
7 O 1.50344 1.76817 -0.39371  -0.65
8 C 1.45667 0.46095 0.20266  -0.05
9 C 0.12124 -0.23773 0.01381  1.55
10 C -1.09342 0.61688 0.41209  -2.23
11 C -0.09151 -0.80576 -1.40298  -2.17
12 C 0.18681 -2.31163 -1.46505  1.77
13 C 1.69752 -2.60072 -1.31448  -1.63
14 C -0.39711 -2.95970 -2.73971  -1.52
15 N 0.57881 3.84582 -0.20308  0.73
16 C -0.39275 4.38483 0.80195  0.82
17 C -1.21574 5.60374 0.37319  -1.80
18 C -2.67144 5.24707 -0.02073  1.14
19 C -3.38362 6.42716 -0.68224  -1.98
20 C -3.46614 4.89783 1.27348  -1.72
21 C -3.68516 3.39165 1.50179  0.62
22 C -4.86484 3.19613 2.45033  -1.10
23 C -5.23986 1.98807 2.80641  0.85
24 C -4.33719 0.80003 2.63742  -1.42
25 C -6.63212 1.77611 3.37795  -1.50
26 C 1.56313 4.71857 -0.63811  -0.12
27 N 1.56247 5.23110 -1.82242  0.06
28 C 0.54643 4.94634 -2.84461  -0.70
29 C -0.43377 6.09149 -3.09973  -0.18
30 F -0.90822 5.91310 -4.37418  -0.35
31 N 2.53671 4.93183 0.28356  0.29
32 C 3.86014 5.35205 -0.24192  -1.12
33 H 2.04296 1.28375 3.61947  0.38
34 H 3.45027 0.26362 3.72285  0.39
35 H 3.45691 1.73317 4.67103  0.49
36 H 3.72638 1.33798 1.64561  0.14
37 H 4.84176 2.03220 2.76548  0.48
38 H 4.21973 4.03679 2.18585  0.78
39 H 3.40058 2.94954 0.18896  0.62
40 H 0.90507 2.50792 1.45575  0.57
41 H 1.75631 0.46115 1.25222  0.18
42 H 2.21010 -0.13895 -0.30675  -0.31
43 H 0.12564 -1.09911 0.68667  0.40
44 H -1.94627 -0.05156 0.51445  0.67
45 H -1.34131 1.31460 -0.38848  0.20
46 H -0.94739 1.09758 1.38158  0.31
47 H -1.13802 -0.69317 -1.69678  0.59
48 H 0.49230 -0.28591 -2.16849  0.29
49 H -0.32027 -2.78008 -0.62201  -0.11
50 H 1.94923 -3.49935 -1.87374  0.56
51 H 2.29391 -1.76381 -1.67555  0.31
52 H 1.95442 -2.81557 -0.27712  0.33
53 H -0.85535 -2.21460 -3.39125  0.44
54 H -1.18005 -3.65714 -2.45705  0.28
55 H 0.33377 -3.54823 -3.28728  0.33
56 H -1.09699 3.57638 0.97360  -0.28
57 H 0.08174 4.58922 1.76183  -0.42
58 H -0.72622 6.22737 -0.37603  0.73
59 H -1.30726 6.23482 1.25744  0.41
60 H -2.61624 4.37918 -0.68340  0.21
61 H -2.82057 6.91161 -1.47882  0.46
62 H -4.30237 6.04547 -1.12925  0.43
63 H -3.69869 7.17466 0.04191  0.42
64 H -4.46078 5.32031 1.12276  0.73
65 H -3.04658 5.40856 2.13956  0.27
66 H -3.87915 2.89008 0.55848  0.41
67 H -2.81578 2.97561 2.01673  0.06
68 H -5.37918 4.07494 2.81208  0.43
69 H -4.59487 0.07987 3.41564  0.48
70 H -3.28538 1.04439 2.72602  0.33
71 H -4.54209 0.29822 1.68816  0.30
72 H -7.00839 0.83495 2.98575  0.39
73 H -7.25371 2.59808 3.05088  0.40
74 H -6.56829 1.74047 4.46508  0.30
75 H 2.30752 5.85143 -2.11118  0.27
76 H 0.02477 4.01725 -2.65510  0.25
77 H 1.09394 4.79860 -3.77568  0.50
78 H 0.03023 7.06984 -2.98603  0.35
79 H -1.28942 5.97516 -2.44482  0.13
80 H 4.67005 4.73663 0.12678  0.36
81 H 3.92219 5.32315 -1.33155  0.36
82 H 4.09616 6.37173 0.05351  0.37
83 F -0.76567 -5.27064 -0.80509  -0.21
84 C -1.64183 -5.37029 0.22098  0.51
85 C -2.56416 -4.36089 0.41458  -0.12
86 C -3.46470 -4.46670 1.46500  -0.66
87 C -3.42420 -5.56932 2.30715  -0.55
88 C -2.48592 -6.57115 2.09676  -0.47
89 C -1.58887 -6.47661 1.04288  -0.49
90 H -2.57504 -3.50598 -0.25041  0.42
91 H -4.19878 -3.68794 1.62553  0.40
92 H -4.12545 -5.64803 3.12751  0.39
93 H -2.45209 -7.42918 2.75455  0.38
94 H -0.85637 -7.25078 0.85647  0.43
95 F 5.04243 -0.86410 1.69031  -0.08
96 C 5.71672 -1.72015 0.88453  0.30
97 C 6.81836 -2.38492 1.38095  -0.55
98 C 7.50127 -3.26291 0.55147  -0.44
99 C 7.08065 -3.45528 -0.75821  -0.53
100 C 5.97195 -2.77313 -1.23953  -0.52
101 C 5.28047 -1.90218 -0.41075  -0.02
102 H 7.13454 -2.21579 2.40209  0.43
103 H 8.36296 -3.79738 0.92787  0.38
104 H 7.61804 -4.13795 -1.40288  0.38
105 H 5.64465 -2.91905 -2.26043  0.39
106 H 4.40845 -1.36680 -0.76303  0.24
107 F -0.46616 -9.01040 -0.95217  -0.28
108 C -0.84347 -8.95112 -2.24718  0.19
109 C -1.06765 -10.12633 -2.93523  -0.44
110 C -1.45915 -10.06226 -4.26466  -0.44
111 C -1.61113 -8.83074 -4.88781  -0.51
112 C -1.37645 -7.66023 -4.17921  -0.48
113 C -0.99437 -7.71710 -2.84643  0.02
114 H -0.93628 -11.07626 -2.43370  0.42
115 H -1.64530 -10.97488 -4.81492  0.36
116 H -1.91283 -8.78461 -5.92611  0.38
117 H -1.49096 -6.69977 -4.66478  0.36
118 H -0.81491 -6.81679 -2.27586  0.44

Its total charge is +1. The calculation puts the molecular weight at 854.920 g/mol.


Record 3
Computed, not measured: 3 unconnected molecules or ions with the total composition C6H18NO3, with ωB97M-V/def2-TZVPD.

Each line ends with the natural charge from an NBO analysis.
Geometry (Å):
1 C -0.86431 -1.27819 -0.50287  -0.22
2 N 0.15856 -1.42763 -1.52287  -0.67
3 C 0.22583 -0.22300 -2.42224  0.11
4 O 0.84610 0.83050 -1.78914  -0.95
5 C -0.52573 -2.12079 0.75895  -0.41
6 C -0.30728 -1.23708 1.99596  -0.39
7 C -1.47144 -0.26128 2.35748  -0.40
8 C -1.00988 0.52845 3.58744  -0.62
9 H -1.00019 -0.22664 -0.24168  0.18
10 H -1.79861 -1.65522 -0.93696  0.17
11 H 1.09113 -1.34986 -1.12172  0.34
12 H -0.78309 0.04454 -2.77554  0.12
13 H 0.81037 -0.55808 -3.29878  0.11
14 H -1.29302 -2.85676 0.98620  0.19
15 H 0.42384 -2.57196 0.46574  0.21
16 H -0.20892 -1.80146 2.93208  0.18
17 H 0.61280 -0.66930 1.85872  0.21
18 H -2.37279 -0.80944 2.65550  0.18
19 H -1.73676 0.30546 1.47038  0.22
20 H -0.04356 1.01682 3.37204  0.21
21 H -1.56092 1.46778 3.73609  0.20
22 H -0.89513 0.04462 4.55189  0.20
23 H -0.02684 1.96969 -1.88693  0.51
24 H 0.05290 3.65680 -2.14088  0.44
25 O -0.52885 2.90934 -1.99446  -1.07
26 H 2.58138 1.97887 -0.56653  0.46
27 H 2.41805 0.67696 -0.99832  0.50
28 O 2.94042 1.14506 -0.30536  -1.00

Its total charge is -1. The calculation puts the molecular weight at 152.214 g/mol. As for the relative energy (zero: lowest compared OMol25 entry of this formula, charge and spin): 42.0 kJ/mol.


Number 1: maximum force 6.893 eV/A, E_HOMO -8.683 eV. Number 2: maximum force 3.039 eV/A, E_HOMO -10.394 eV. Number 3: maximum force 2.645 eV/A, E_HOMO -4.239 eV.